C41H42As2Br4MnN4O14 | wB97M-V/def2-TZVPD

Structure (XYZ):
```
108
Properties=species:S:1:pos:R:3:forces:R:3
Mn 0.2294 1.7356 -1.0847 -0.1837 0.5156 0.0976
C -2.6773 3.8153 1.1122 0.0107 0.0257 0.0275
O -2.0997 3.5866 2.4064 0.0119 -0.0658 -0.0054
C -0.7353 3.6291 2.5032 -0.0252 0.0055 -0.0251
C -0.1909 4.2698 3.5918 0.0302 0.0055 0.0267
C 1.1966 4.3794 3.7518 -0.0240 -0.0026 -0.0086
C 2.0176 3.8850 2.7664 0.0146 0.0046 0.0071
C 1.4899 3.2179 1.6502 -0.0195 -0.0275 0.0057
C 2.3983 2.8151 0.6042 -0.0030 -0.0190 0.0143
N 2.0625 2.2231 -0.4783 0.1186 -0.0312 -0.0332
N 3.0621 2.0128 -1.4250 0.0140 -0.0153 0.0386
C 2.5061 1.6135 -2.5384 0.0734 -0.1143 0.0322
O 1.2481 1.4094 -2.7052 0.0601 -0.0996 0.1096
C 3.3898 1.3322 -3.7026 -0.0132 0.0171 -0.0234
C 2.8146 0.8362 -4.8675 -0.0125 -0.0278 0.0013
C 3.6136 0.5418 -5.9628 0.0054 0.0045 -0.0007
C 4.9858 0.7391 -5.8991 0.0000 -0.0018 0.0048
C 5.5610 1.2311 -4.7334 -0.0020 0.0008 0.0011
C 4.7663 1.5269 -3.6375 -0.0003 0.0273 -0.0034
C 0.0982 2.9953 1.5373 -0.0222 0.1076 0.0373
O -0.4567 2.2702 0.6226 0.0960 -0.2592 -0.0437
H -2.6703 2.9136 0.5055 -0.0004 -0.0291 -0.0051
H -2.1372 4.6041 0.5830 0.0072 -0.0218 -0.0151
H -3.7005 4.1379 1.3025 0.0070 0.0181 -0.0013
H -0.8727 4.7089 4.3111 0.0010 -0.0019 -0.0018
H 1.6077 4.8871 4.6144 -0.0010 -0.0015 0.0017
H 3.0931 4.0093 2.8338 -0.0021 0.0003 -0.0020
H 3.4462 3.0920 0.7086 0.0132 -0.0209 0.0024
H 1.7450 0.6684 -4.8848 0.0024 -0.0038 -0.0037
H 3.1621 0.1480 -6.8648 -0.0008 -0.0004 0.0021
H 5.6089 0.5043 -6.7541 0.0006 -0.0007 0.0001
H 6.6328 1.3810 -4.6789 0.0000 0.0011 -0.0005
H 5.1954 1.9080 -2.7207 0.0002 -0.0009 -0.0004
Br -3.6638 6.5836 -4.2245 -0.0010 -0.0004 0.0055
C -3.0079 4.9791 -3.4542 -0.0023 -0.0270 -0.0077
C -3.7788 3.8309 -3.4619 0.0015 0.0206 0.0020
Br -5.5125 3.8252 -4.2264 0.0022 0.0016 0.0023
C -3.2614 2.6536 -2.8921 0.0076 -0.0412 0.0257
Br -4.2669 1.0533 -2.8209 -0.0024 -0.0147 -0.0380
C -1.9943 2.6095 -2.3370 -0.1720 -0.0713 0.0458
O -1.4975 1.5122 -1.7849 0.0733 0.0891 -0.0718
C -1.1912 3.8009 -2.3031 0.0177 0.0657 -0.0016
O -0.0366 3.7403 -1.7331 -0.1039 -0.0271 -0.0676
C -1.7318 4.9578 -2.8761 0.0015 0.0140 0.0254
Br -0.6382 6.5021 -2.7880 -0.0036 -0.0048 0.0004
C -3.1577 -2.5691 -1.9381 -0.0389 0.0034 0.0321
O -2.2772 -2.1525 -2.9642 -0.0412 0.1159 0.0005
C -0.9721 -1.9043 -2.6752 0.0820 -0.2519 -0.0790
O -0.3488 -1.2109 -3.4610 -0.0224 0.1388 0.0336
C -0.3661 -2.4464 -1.4649 0.0429 0.0191 0.0088
C -0.5702 -3.7503 -0.9805 0.0299 -0.0282 0.0167
As -0.2102 -4.3767 0.8052 -0.0920 0.0080 0.0750
C -1.7092 -3.5519 1.7996 -0.0289 0.0418 -0.0589
C 1.2018 -3.1394 1.3877 0.0358 -0.0090 0.0147
C 1.7694 -2.1787 0.6511 0.0183 0.0756 -0.0378
As 1.0067 -1.2246 -0.8835 0.0232 -0.1903 -0.1692
C 2.4629 -1.7228 -2.1193 -0.0096 -0.0355 0.0406
C 3.1653 -1.7375 0.9546 -0.0477 0.0003 0.1918
O 4.0945 -2.4847 1.1457 0.0151 -0.0015 -0.0917
O 3.3079 -0.4022 0.8929 -0.0086 -0.0061 -0.0603
C 4.6552 0.0589 0.9772 -0.0127 -0.0127 -0.0058
C 1.8186 -3.4630 2.7062 0.0211 -0.0142 -0.0041
O 2.3103 -2.6636 3.4684 -0.0465 0.0277 0.0112
O 1.7125 -4.7709 3.0322 0.0329 -0.0045 -0.0267
C 2.2613 -5.1120 4.2981 -0.0120 0.0014 0.0073
C -1.1015 -4.7633 -1.8425 0.0365 -0.0297 -0.0073
O -1.1801 -4.7723 -3.0623 0.0241 -0.0257 0.0159
O -1.6013 -5.8569 -1.1277 0.0410 -0.0197 0.0017
C -1.9652 -6.9614 -1.9290 -0.0306 0.0129 -0.0062
H -3.2773 -3.6554 -1.9485 -0.0302 0.0468 0.0036
H -4.1194 -2.0978 -2.1457 -0.0234 0.0143 -0.0105
H -2.8030 -2.2528 -0.9565 -0.0212 -0.0240 -0.0487
H -2.6042 -4.1333 1.5760 -0.0157 -0.0238 0.0184
H -1.8367 -2.5195 1.4755 0.0089 -0.1636 0.0141
H -1.5137 -3.5901 2.8737 0.0064 -0.0046 0.0195
H 2.5751 -2.8066 -2.1152 0.0254 0.0034 -0.0235
H 3.4012 -1.2435 -1.8324 -0.0061 0.0158 0.0030
H 2.1552 -1.3858 -3.1055 0.0050 0.0010 -0.0040
H 4.6324 1.0986 0.6689 -0.0121 0.0384 -0.0018
H 5.2928 -0.5140 0.3051 0.0031 0.0030 0.0014
H 5.0275 -0.0475 1.9968 -0.0020 0.0052 -0.0030
H 2.1572 -6.1908 4.3840 -0.0037 -0.0005 0.0014
H 1.7188 -4.6134 5.1023 0.0065 0.0051 0.0004
H 3.3101 -4.8219 4.3555 0.0048 -0.0052 -0.0033
H -2.1674 -7.7833 -1.2422 -0.0023 0.0036 0.0040
H -1.1648 -7.2351 -2.6183 0.0079 -0.0085 0.0065
H -2.8577 -6.7460 -2.5214 0.0087 0.0028 -0.0123
C 0.3278 0.0656 3.3029 -0.0043 -0.0198 -0.0126
N -1.1110 0.2067 3.2068 0.0107 0.0262 -0.0255
C -1.8139 0.4789 4.4406 -0.0107 -0.0256 0.0024
C -3.1895 1.0573 4.1746 -0.0085 0.0046 -0.0470
C -3.9083 0.1852 3.1634 -0.0062 -0.0503 0.0189
N -3.0974 0.0150 1.9798 0.0365 0.1347 -0.0132
C -3.7608 -0.1373 0.7007 -0.0077 -0.0542 0.0207
C -1.7310 -0.1243 2.0278 -0.0933 0.1436 0.0620
O -1.1025 -0.5133 1.0533 0.1002 0.0576 -0.0723
H 0.7407 0.9508 3.7950 0.0134 0.0149 -0.0004
H 0.7466 -0.0123 2.3042 0.0086 -0.0001 -0.0145
H 0.6167 -0.8255 3.8671 0.0103 -0.0059 0.0097
H -1.2120 1.1851 5.0196 -0.0031 0.0133 -0.0070
H -1.8977 -0.4404 5.0421 0.0095 0.0050 0.0086
H -3.0862 2.0608 3.7632 0.0219 0.0129 0.0194
H -3.7582 1.1108 5.1061 -0.0003 -0.0130 0.0002
H -4.8512 0.6469 2.8615 0.0054 0.0140 -0.0024
H -4.1568 -0.7903 3.6102 -0.0177 0.0005 -0.0104
H -4.5021 0.6567 0.5792 0.0065 -0.0044 0.0031
H -4.2682 -1.1054 0.6124 0.0020 0.0001 0.0092
H -3.0277 -0.0525 -0.0980 -0.0203 0.0275 0.0261
```
Forces are in eV/Å.

Output
- Spin multiplicity: 6
- ⟨S²⟩: 8.80
- Max |F|: 0.56 eV Å⁻¹
- E: -18778.70318 a.u.
- Total charge: -2
- Frontier orbital gap (alpha / beta): 0.1812 / 0.2367 Ha
- ΔE to the lowest compared entry with this formula, charge and spin: 14.43 kcal/mol